# 1
A molecular structure, C45H42AsCrN4O3P2. Source: OMol25; level of theory: ωB97M-V/def2-TZVPD.

As for the orbital gap (alpha / beta): 6.3623 / 6.1319 eV. The calculated total energy comes out at -6147.23339 hartree. For the HOMO energy (alpha / beta), the calculation gives -0.4571 / -0.4566 Eh. As for the strongest force on any atom: 1.2 eV/Å. As for the spin multiplicity: 4. The LUMO energy (alpha / beta) is -0.2233 / -0.2313 Eh. Its total charge is +2.

The geometry in XYZ format:
```
98
Properties=species:S:1:pos:R:3:forces:R:3
Cr 0.38780 -0.27335 0.38177 -0.137 1.107 -0.294
C 0.38643 0.88869 3.51654 0.167 -0.048 -0.169
P -0.66583 1.20143 2.06231 -0.143 -0.263 0.393
C -2.39889 0.88527 2.49167 -0.026 0.094 -0.016
C -3.42680 1.77978 2.19365 -0.075 -0.035 0.029
C -4.75098 1.43873 2.44932 0.015 -0.009 -0.014
C -5.05893 0.20018 2.99738 -0.039 0.034 0.007
C -4.04134 -0.70380 3.28319 0.002 -0.003 -0.013
C -2.72078 -0.36549 3.02516 -0.047 -0.053 -0.022
C -0.42407 2.98241 1.87893 0.021 -0.096 -0.096
C 0.57991 3.43959 1.03140 -0.013 0.093 0.003
C 0.91348 4.78601 1.00661 0.022 0.007 -0.028
C 0.24385 5.67874 1.82962 -0.055 0.023 0.063
C -0.74614 5.22230 2.69509 0.012 0.035 -0.019
C -1.07165 3.87558 2.73430 -0.052 0.098 -0.029
C 1.75700 0.71925 2.91591 0.033 -0.034 -0.225
C 3.00901 0.78832 3.46482 0.229 -0.040 0.154
C 3.92731 0.27896 2.49692 0.150 0.020 0.273
C 3.19569 -0.08272 1.39980 -0.274 0.084 -0.026
C 3.55998 -0.82841 0.14762 -0.112 0.162 0.165
P 2.37944 -0.23852 -1.11168 0.287 -0.190 -0.010
C 2.49741 -1.35192 -2.53591 -0.072 -0.082 -0.013
C 2.76240 -0.89054 -3.82431 -0.028 -0.071 0.021
C 2.81293 -1.78808 -4.88657 -0.015 0.036 0.021
C 2.59935 -3.14126 -4.66884 0.010 0.000 -0.006
C 2.32405 -3.60736 -3.38714 -0.016 0.010 -0.009
C 2.26387 -2.71600 -2.32874 -0.003 0.027 0.001
C 3.05051 1.35181 -1.66158 -0.051 -0.003 -0.070
C 2.20968 2.39633 -2.03841 0.115 0.082 -0.111
C 2.74251 3.59600 -2.49779 -0.049 -0.044 0.026
C 4.11743 3.75619 -2.58588 0.032 -0.001 0.004
C 4.96081 2.70906 -2.23274 0.009 0.000 -0.005
C 4.43192 1.51070 -1.77834 0.064 0.033 0.008
N 1.86045 0.23233 1.61565 0.011 -0.010 0.004
H 0.04031 -0.01497 4.02766 0.039 -0.020 0.024
H 0.32641 1.71266 4.22244 0.009 0.089 0.057
H -3.19678 2.75361 1.77806 -0.041 -0.040 0.006
H -5.54371 2.14649 2.22935 0.084 -0.059 0.033
H -6.09058 -0.05613 3.21352 0.106 0.012 -0.039
H -4.28087 -1.66963 3.71397 0.029 0.074 -0.025
H -1.93494 -1.08146 3.24819 -0.017 0.014 0.022
H 1.11125 2.74260 0.40516 0.089 -0.076 -0.110
H 1.70582 5.13249 0.35323 -0.038 -0.027 0.028
H 0.50388 6.73009 1.81513 -0.024 -0.041 -0.002
H -1.25645 5.91544 3.35121 0.021 -0.005 -0.009
H -1.82786 3.52857 3.42965 0.078 0.027 -0.001
H 3.24963 1.13390 4.46296 -0.031 -0.053 -0.161
H 4.99916 0.16944 2.61788 -0.211 0.019 -0.015
H 3.38683 -1.90085 0.26618 0.028 -0.072 0.014
H 4.59859 -0.70128 -0.14119 0.072 0.034 0.013
H 2.94123 0.16281 -4.00036 0.026 -0.003 0.007
H 3.03157 -1.42754 -5.88465 -0.009 -0.014 0.058
H 2.65544 -3.83790 -5.49596 -0.010 0.026 0.027
H 2.16286 -4.66522 -3.21797 0.012 0.044 0.003
H 2.04624 -3.08540 -1.32925 0.019 -0.002 -0.041
H 1.14170 2.26300 -1.97977 -0.118 0.015 0.085
H 2.08204 4.40473 -2.79134 0.043 -0.054 0.027
H 4.53566 4.69232 -2.93708 -0.029 -0.064 0.014
H 6.03468 2.82311 -2.31709 -0.058 0.001 0.010
H 5.10639 0.70004 -1.52891 -0.031 0.082 -0.013
O -2.93861 -6.14755 -1.86725 0.192 -0.174 0.393
N -3.05542 -5.94168 -0.67204 -0.595 0.525 -0.400
O -3.85794 -6.47112 0.06004 0.396 -0.054 0.045
C -2.20799 -4.86553 -0.08951 -0.033 -0.249 -0.333
C -1.84368 -5.01765 1.19014 0.117 -0.023 0.370
C -0.96335 -4.06972 1.81317 -0.128 -0.340 0.186
C -0.42100 -4.24538 3.10184 -0.111 -0.150 0.035
C 0.49484 -3.33992 3.56254 0.109 0.053 0.088
C 0.83911 -2.23946 2.76524 0.171 -0.031 0.161
N 0.28814 -2.01926 1.58408 -0.155 -0.094 -0.226
C -0.58198 -2.94615 1.10254 0.005 0.255 -0.253
C -1.03691 -2.76356 -0.24931 0.190 0.179 0.212
N -0.61216 -1.62937 -0.86005 -0.125 -0.363 -0.060
C -0.81373 -1.50478 -2.15794 -0.023 -0.020 0.007
C -1.52800 -2.44661 -2.89605 0.063 0.132 -0.174
C -2.04761 -3.54566 -2.26951 -0.105 -0.156 0.071
C -1.78598 -3.74407 -0.89556 -0.183 -0.207 -0.202
H -2.19059 -5.88183 1.74251 0.008 0.016 0.007
H -0.71250 -5.10263 3.70066 0.038 0.063 -0.063
H 0.96784 -3.45497 4.52973 -0.033 -0.001 -0.071
H 1.58361 -1.52146 3.09591 -0.087 -0.086 -0.008
H -0.39872 -0.62266 -2.62018 0.084 0.025 -0.023
H -1.66209 -2.30313 -3.96076 0.001 -0.005 0.049
H -2.61734 -4.27323 -2.82530 0.010 0.010 0.021
C -2.40552 3.36744 -1.09172 -0.035 0.010 0.003
As -1.97887 1.55160 -1.49495 0.148 -0.060 0.166
C -1.91177 1.46039 -3.40190 0.002 0.000 -0.061
C -3.35485 0.36048 -0.89844 -0.075 -0.030 0.002
O -0.46867 1.14164 -0.85810 0.115 -0.223 0.018
H -3.48700 3.49507 -1.07065 0.003 -0.014 -0.012
H -1.98222 3.98561 -1.87880 0.047 0.097 -0.017
H -1.96669 3.63868 -0.13884 0.039 0.069 0.136
H -2.73707 2.04923 -3.79909 -0.017 0.009 -0.051
H -2.00059 0.43386 -3.74793 -0.019 0.036 -0.030
H -0.96703 1.88838 -3.73059 0.036 0.023 -0.061
H -4.28667 0.91146 -0.78127 -0.003 -0.025 -0.001
H -3.06508 -0.06469 0.05984 -0.040 -0.025 0.040
H -3.48225 -0.42297 -1.64329 -0.016 -0.041 0.025
```
Forces are in eV/Å.

---

# 2
11 unconnected molecules or ions with the total composition C56H65ClN13O4P2. Source: OMol25; level of theory: ωB97M-V/def2-TZVPD.

As for the orbital gap: 6.6534 eV. The calculated total energy comes out at -4328.42440 hartree. For the HOMO energy, the calculation gives -0.1769 Eh. As for the strongest force on any atom: 7.8 eV/Å. As for the spin multiplicity: 1. The LUMO energy is 0.0676 Eh. Its total charge is -1.

The geometry in XYZ format:
```
141
Properties=species:S:1:pos:R:3:forces:R:3
N -3.36599 -1.21525 -1.17060 -0.825 0.417 2.047
P -4.14484 -0.28378 -0.05087 2.400 -2.578 -2.086
C -3.99409 1.60879 -0.44728 0.023 0.579 1.385
O -4.94545 2.30043 0.43500 0.937 0.234 -1.180
C -2.46475 2.02038 0.01146 7.331 2.421 1.317
O -1.37806 1.27682 -0.32524 -6.429 2.909 1.256
O -2.14089 3.26462 0.78589 -3.382 -5.769 -3.787
N -4.25945 1.75775 -1.92739 -2.293 2.009 -0.395
C -4.27519 3.19794 -2.38749 1.436 2.631 -0.511
C -2.78389 3.73303 -2.92131 -0.334 0.499 -0.277
C -2.16566 2.82042 -4.13852 1.300 0.038 0.660
C -1.28202 1.52725 -3.55290 -1.470 -0.054 0.781
N -0.69765 0.66891 -4.68594 -0.454 -0.714 1.386
P -5.67156 0.82677 -2.48475 1.105 -1.428 -0.726
O -6.06896 1.20317 -4.17663 -1.380 0.327 2.722
Cl -7.46509 1.38435 -1.43531 0.083 0.669 -0.480
H -2.57581 -1.72159 -0.68145 -0.974 1.228 -0.580
H -5.55205 -0.70003 -0.00664 0.959 1.051 0.459
H -3.48356 -0.55373 1.20820 -0.966 0.802 -0.336
H -4.74116 3.27783 0.53095 0.459 -1.751 -0.267
H -4.58268 3.97032 -1.53701 0.470 -1.849 -1.578
H -5.01165 3.41732 -3.28701 1.353 -1.009 1.863
H -2.95836 4.83390 -3.34824 0.200 -2.478 0.959
H -2.01831 3.88122 -2.02020 -1.657 -0.723 -1.863
H -1.36672 3.50891 -4.69823 -1.829 -1.496 0.944
H -3.00264 2.48858 -4.89858 1.633 0.585 1.525
H -0.45655 1.94435 -2.82404 -1.522 -0.850 -1.676
H -1.96243 0.80267 -2.89571 1.327 1.932 -1.148
H 0.03120 0.06583 -4.21269 -1.099 0.790 -0.722
H -1.46049 -0.02863 -4.93761 1.260 1.158 0.422
H -7.08677 1.10944 -4.17855 2.259 0.280 -0.016
N -1.08468 -1.75974 1.07144 0.758 -0.522 0.834
C -0.20843 -0.86072 1.57074 -0.619 -0.098 -0.448
C 0.80797 -1.18452 2.45518 -0.056 -0.580 0.081
C 0.93334 -2.51018 2.85693 0.116 0.027 0.064
C 0.04479 -3.45895 2.36151 0.120 0.185 0.026
C -0.93688 -3.03922 1.47830 -0.121 0.844 -0.289
H -0.34944 0.16086 1.22992 -0.071 -0.043 -0.101
H 1.48506 -0.42157 2.82220 -0.093 -0.019 -0.075
H 1.71702 -2.80174 3.55010 -0.078 0.002 -0.030
H 0.11557 -4.50000 2.65557 -0.020 0.070 -0.025
H -1.65203 -3.74260 1.06103 0.026 -0.013 0.046
N -5.44218 -4.11587 2.27614 0.036 -1.043 -0.168
C -5.89790 -5.14077 3.02930 0.265 0.745 -0.437
C -5.75568 -6.47477 2.68237 0.122 -0.033 -0.235
C -5.11039 -6.77915 1.48845 0.020 0.032 -0.024
C -4.63165 -5.74535 0.69020 -0.121 -0.286 0.227
C -4.81839 -4.44254 1.12347 -0.322 0.532 0.653
H -6.39706 -4.85198 3.94968 0.036 -0.117 -0.031
H -6.13915 -7.25737 3.32716 0.021 0.086 -0.031
H -4.98133 -7.81328 1.18257 -0.014 0.100 0.031
H -4.12485 -5.94939 -0.24617 -0.044 0.079 0.077
H -4.45952 -3.60107 0.53743 0.011 -0.041 -0.072
N 3.80552 -2.53299 5.20995 0.937 0.265 -0.334
C 3.97650 -1.32364 4.63238 -0.210 -0.748 0.395
C 5.19104 -0.86652 4.14651 0.167 -0.159 0.034
C 6.30079 -1.69691 4.26226 -0.050 -0.042 0.060
C 6.15688 -2.94754 4.85413 0.155 0.360 -0.028
C 4.90065 -3.31772 5.30666 -0.807 0.507 -0.033
H 3.08180 -0.71122 4.56826 0.081 -0.017 -0.008
H 5.26988 0.11332 3.68939 -0.047 -0.081 0.026
H 7.26974 -1.37244 3.89414 -0.101 -0.034 0.039
H 7.00234 -3.61785 4.95976 -0.199 0.051 -0.068
H 4.73640 -4.28531 5.77258 0.050 0.060 -0.067
N 0.25624 7.07576 3.13397 0.329 -0.805 0.010
C 1.47891 6.67224 3.54336 -0.753 0.367 -0.240
C 1.89854 5.35167 3.53155 -0.151 -0.180 -0.069
C 1.01048 4.38294 3.07612 -0.060 0.179 0.017
C -0.25664 4.76715 2.64962 0.137 -0.249 0.183
C -0.58344 6.11289 2.69549 0.575 0.678 0.305
H 2.13434 7.46467 3.89285 0.035 -0.100 -0.007
H 2.89341 5.08491 3.86966 -0.086 0.168 -0.049
H 1.30331 3.33729 3.05343 -0.075 0.087 -0.035
H -0.97194 4.03639 2.28963 -0.006 0.029 -0.185
H -1.55896 6.46324 2.37003 0.060 -0.122 0.004
N 1.52502 -2.03330 -5.74372 0.981 0.216 -0.373
C 1.69601 -0.82395 -6.32129 -0.431 -0.726 0.263
C 2.91055 -0.36683 -6.80716 0.384 -0.235 0.041
C 4.02030 -1.19722 -6.69141 0.001 0.165 0.118
C 3.87638 -2.44786 -6.09954 -0.006 0.210 -0.040
C 2.62015 -2.81803 -5.64702 -0.790 0.452 -0.016
H 0.80131 -0.21153 -6.38542 0.119 0.028 0.040
H 2.98939 0.61301 -7.26429 -0.045 -0.099 0.050
H 4.98924 -0.87275 -7.05954 -0.096 -0.035 0.018
H 4.72184 -3.11816 -5.99391 -0.067 0.031 0.002
H 2.45590 -3.78563 -5.18109 0.050 0.057 -0.014
N 3.83360 -1.85071 -10.67203 0.026 -1.006 -0.286
C 3.62742 -2.79496 -9.72797 0.073 0.767 -0.477
C 3.60699 -4.15542 -9.99037 0.064 -0.096 -0.348
C 3.80605 -4.57597 -11.30110 0.002 -0.007 0.034
C 4.01906 -3.62722 -12.29590 -0.040 -0.157 0.208
C 4.02559 -2.28946 -11.93500 -0.116 0.400 0.837
H 3.47391 -2.41672 -8.72148 -0.029 -0.131 -0.189
H 3.43948 -4.86971 -9.19225 -0.004 0.096 -0.044
H 3.79556 -5.63419 -11.54546 -0.003 0.112 0.022
H 4.17684 -3.92255 -13.32699 -0.013 0.046 0.080
H 4.19131 -1.51114 -12.67465 -0.016 -0.083 0.020
N 6.62581 -5.95108 3.93241 0.053 -1.180 -0.225
C 6.41964 -6.89533 4.87647 0.138 0.705 -0.633
C 6.39921 -8.25580 4.61407 0.033 -0.055 -0.245
C 6.59827 -8.67635 3.30334 0.008 0.017 -0.013
C 6.81128 -7.72760 2.30855 -0.045 -0.186 0.236
C 6.81780 -6.38983 2.66944 -0.116 0.438 0.808
H 6.26612 -6.51709 5.88296 0.007 -0.067 -0.028
H 6.23170 -8.97008 5.41219 0.004 0.083 -0.060
H 6.58778 -9.73456 3.05898 -0.004 0.122 0.029
H 6.96905 -8.02292 1.27745 -0.019 0.054 0.092
H 6.98352 -5.61152 1.92979 -0.028 -0.081 0.031
N 5.21410 6.14636 4.84333 0.784 -0.286 0.696
C 6.09035 7.04537 5.34263 -0.676 -0.554 -0.417
C 7.10675 6.72157 6.22707 -0.001 -0.275 0.064
C 7.23212 5.39591 6.62882 -0.014 -0.015 -0.010
C 6.34357 4.44714 6.13341 0.197 0.211 0.097
C 5.36190 4.86688 5.25020 -0.187 0.879 -0.359
H 5.94935 8.06695 5.00182 0.034 -0.062 0.038
H 7.78384 7.48452 6.59410 -0.073 -0.050 -0.041
H 8.01580 5.10435 7.32200 -0.088 0.030 -0.074
H 6.41435 3.40609 6.42747 -0.030 0.087 -0.041
H 4.64675 4.16349 4.83292 0.080 0.005 0.074
N -2.92406 7.10639 -3.58631 0.164 1.302 -0.109
C -2.23904 7.72697 -2.60093 -0.441 -0.638 -0.553
C -1.96378 9.08502 -2.59101 -0.108 0.194 -0.266
C -2.41409 9.85564 -3.65771 0.007 -0.024 0.024
C -3.12077 9.24497 -4.68863 0.136 0.095 0.211
C -3.35001 7.88085 -4.60770 0.248 -0.620 0.660
H -1.90605 7.08250 -1.79258 -0.014 0.037 -0.034
H -1.41133 9.53093 -1.77173 -0.047 -0.081 -0.059
H -2.21629 10.92323 -3.68546 -0.019 -0.109 0.004
H -3.48471 9.81761 -5.53415 0.019 -0.066 0.059
H -3.89993 7.35871 -5.38568 0.039 0.057 0.031
N -7.16800 -3.05555 6.32285 -0.917 0.428 -0.220
C -8.23106 -2.91209 7.14424 0.757 -0.135 -0.512
C -9.40529 -2.27262 6.78036 0.033 0.073 -0.214
C -9.49618 -1.74345 5.49731 0.039 -0.005 -0.055
C -8.41729 -1.87357 4.62888 -0.301 0.042 0.195
C -7.28646 -2.53311 5.08290 0.324 -0.376 0.745
H -8.11023 -3.33884 8.13568 -0.047 0.035 -0.046
H -10.22874 -2.18880 7.48047 0.080 -0.012 -0.037
H -10.40025 -1.23409 5.17657 0.102 -0.050 0.032
H -8.45650 -1.47172 3.62278 0.057 -0.053 0.091
H -6.41937 -2.66357 4.44146 -0.090 0.096 -0.037
```
Forces are in eV/Å.